{"formula": "C4H16N2O2", "method": "the ωB97M-V functional and the def2-TZVPD basis", "species": ["C", "C", "C", "C", "N", "N", "H", "H", "H", "H", "H", "H", "H", "H", "H", "H", "H", "H", "H", "H", "O", "H", "H", "O"], "xyz": [[0.022401, -0.310081, 0.864428], [-1.207666, 0.485285, 0.360426], [-0.775827, 1.608394, -0.516274], [-0.163823, 2.705494, -0.105402], [-1.246006, 1.572645, -1.937262], [-0.255555, -1.436794, 1.759008], [0.739093, -0.533221, 0.062630], [0.490329, 0.449724, 1.510604], [-1.994672, -0.210185, -0.023943], [-1.659469, 0.943419, 1.286608], [0.180669, 3.429600, -0.828378], [0.009615, 2.883114, 0.945342], [-2.240381, 1.342876, -1.946224], [-0.664553, 0.899993, -2.455400], [-1.061520, 2.477002, -2.377767], [0.614268, -2.027106, 1.938618], [-0.618335, -1.282648, 2.713258], [-0.952218, -2.094691, 1.392633], [2.733001, -2.956348, 2.574426], [2.476151, -2.939978, 0.958968], [2.200620, -2.636673, 1.827882], [1.839945, -0.476452, -2.790718], [0.543659, -1.288815, -2.863536], [0.990275, -0.604555, -2.349926]], "forces_ev_per_angstrom": [[0.5161, 2.4684, 0.4523], [-1.0548, -1.1469, 1.5697], [-0.6000, 0.7459, -0.0614], [-0.0673, -0.4019, -0.3537], [1.2291, -0.2026, 0.4999], [-0.5250, -2.1711, 0.7098], [-0.4183, -0.5573, 0.3267], [0.4683, -0.5333, -0.2750], [0.5649, 0.7258, -0.2332], [0.1808, -0.3879, -0.9500], [-0.0899, 0.3852, 0.1497], [0.3116, -0.0330, 0.0046], [-0.0038, 0.0258, -0.4389], [-0.2184, -0.4404, -0.1206], [-0.4018, 0.0843, 0.0062], [0.1878, 0.3593, -0.4704], [0.1538, 0.9484, -0.4128], [0.1524, 0.0465, -0.3610], [0.1282, -0.1824, -0.7823], [0.6237, -0.4278, 0.3790], [-0.8783, 0.5880, 0.4348], [0.0118, 0.0207, -0.0046], [0.1935, -0.1251, -0.0620], [-0.4642, 0.2114, -0.0068]], "charge": 2}

{"formula": "C4H16N4", "method": "the ωB97M-V functional and the def2-TZVPD basis", "species": ["C", "N", "C", "C", "H", "H", "H", "H", "H", "H", "H", "H", "H", "C", "N", "N", "N", "H", "H", "H", "H", "H", "H", "H"], "xyz": [[2.459692, -0.298786, -0.608564], [1.230032, -0.397426, 0.163834], [1.400097, 0.158556, 1.501114], [0.756614, -1.775362, 0.230484], [2.766347, 0.745286, -0.678371], [3.288780, -0.868922, -0.159120], [2.294746, -0.688190, -1.613862], [2.139194, -0.398566, 2.097570], [0.445531, 0.132978, 2.025327], [1.727634, 1.195592, 1.424355], [1.472284, -2.440596, 0.739080], [0.595514, -2.154126, -0.779556], [-0.174417, -1.820437, 0.793469], [-1.789908, 0.841343, -1.882968], [-1.318128, 0.898850, -0.502772], [-2.024641, 0.035527, 0.480980], [-2.488560, 1.077643, 1.358195], [-1.135276, 1.452399, -2.503153], [-2.802825, 1.246760, -1.927677], [-1.791018, -0.179903, -2.280376], [-0.327058, 0.607353, -0.440631], [-2.850806, -0.316350, -0.006305], [-1.823349, 1.109713, 2.130478], [-2.050478, 1.836663, 0.438471]], "forces_ev_per_angstrom": [[-0.0313, -0.0537, 0.0931], [0.1874, -0.1192, 0.1141], [-0.0181, -0.0495, -0.1390], [0.1106, -0.0279, 0.1622], [-0.0037, -0.0044, -0.0402], [-0.0347, 0.0007, 0.0344], [-0.0069, 0.0446, -0.0080], [0.0128, -0.0079, -0.0360], [-0.0234, -0.0111, 0.0086], [0.0013, 0.0108, 0.0270], [0.1431, 0.0427, -0.0781], [-0.0653, -0.0158, 0.0278], [-0.0736, 0.1072, -0.1602], [-0.1162, -0.4808, 0.2426], [0.5875, -1.1695, -0.7106], [0.4667, 0.4549, -0.9265], [0.1769, 1.7617, -1.8104], [-0.0147, 0.0231, 0.0409], [0.0126, -0.0249, -0.0931], [-0.0387, 0.0379, -0.1001], [-0.2993, 0.1628, -0.0932], [0.1245, 0.1451, 0.1107], [0.0069, 0.1133, -0.1727], [-1.1041, -0.9403, 3.5068]], "smiles": "CN(C)C.CNNN"}

{"formula": "C4H16N6", "method": "the ωB97M-V functional and the def2-TZVPD basis", "species": ["C", "C", "N", "N", "N", "H", "H", "H", "H", "H", "H", "H", "H", "C", "C", "N", "N", "N", "H", "H", "H", "H", "H", "H", "H", "H"], "xyz": [[-1.161057, -2.458927, 1.338955], [-1.179489, -0.055798, 1.586852], [-1.294472, -1.110706, 0.736194], [-0.397315, -0.168620, 2.678790], [-1.571450, 1.154945, 1.237037], [-2.219942, -0.991703, 0.319344], [-0.460402, 0.557029, 3.367153], [-0.483296, -1.046722, 3.182009], [-2.108654, 1.253332, 0.388893], [-1.251417, 1.975600, 1.725592], [-0.124947, -2.703384, 1.463317], [-1.802134, -3.164976, 0.805250], [-1.802915, -2.544428, 2.231448], [0.521485, 2.337362, -1.765794], [1.470906, 0.094892, -1.525800], [0.587113, 1.044068, -1.064243], [1.278972, -0.299215, -2.777325], [2.321525, -0.501578, -0.718260], [0.648127, 1.142540, -0.061666], [0.469366, -0.003024, -3.288305], [1.701553, -1.161383, -3.092097], [2.474196, -0.117890, 0.200174], [2.811228, -1.343014, -0.982831], [1.255092, 2.410387, -2.571840], [0.778935, 3.227735, -1.203726], [-0.460996, 2.473483, -2.209113]], "forces_ev_per_angstrom": [[-2.0539, -0.0353, 0.2611], [2.0154, 0.1573, 0.2566], [-1.8450, 0.4571, 1.1178], [-0.7312, -0.7799, 0.4341], [-0.4605, -0.2234, -0.5744], [0.3931, -0.4067, -0.7554], [0.0938, 0.7042, 0.0844], [0.3822, -0.2361, -0.3580], [0.0350, 0.3600, 0.0182], [-0.3446, 0.0655, 0.1445], [0.2051, -0.5029, 0.0563], [1.0520, -0.0642, -1.0169], [0.9549, 0.4746, 0.6136], [-0.1777, 0.4972, -1.3269], [-1.9234, -0.0401, -0.4294], [1.5418, 0.2832, 0.5458], [0.7891, -0.6008, 0.2216], [-0.0518, 0.0000, 0.1841], [0.0765, 0.1109, 0.0101], [-0.2026, 0.2283, -0.0435], [0.2437, 0.2529, -0.2548], [0.2415, -0.0893, -0.0187], [0.1044, 0.0509, 0.0344], [-0.0974, -0.4865, -0.0975], [-0.1720, -0.2667, 0.8597], [-0.0684, 0.0897, 0.0333]], "charge": 2}

{"formula": "C4H16N8", "method": "the ωB97M-V functional and the def2-TZVPD basis", "species": ["C", "C", "C", "C", "N", "N", "N", "N", "N", "N", "N", "N", "H", "H", "H", "H", "H", "H", "H", "H", "H", "H", "H", "H", "H", "H", "H", "H"], "xyz": [[-3.894430, -0.157371, 5.121890], [-3.934541, -0.164483, 3.780458], [-4.880690, 0.061337, 6.135592], [-4.921525, 1.082750, 2.130740], [-5.098757, 0.121310, 2.967955], [-6.088503, 0.485731, 5.752416], [-4.427869, -0.043767, 7.457500], [11.617961, -1.613996, -10.395880], [-4.723932, 2.100912, 1.516269], [-6.923909, 0.846331, 6.712569], [10.135867, 0.518364, -9.695732], [-6.147586, -0.687779, 3.183839], [-2.928292, -0.574032, 5.420420], [-3.037371, -0.324159, 3.141954], [-5.083482, -0.287273, 8.246247], [-3.397273, -0.178239, 7.540724], [12.577107, -1.785745, -10.844326], [11.708367, -2.111082, -9.587735], [9.332517, 0.031615, -10.019796], [-4.214958, 2.282165, 0.570867], [-6.600116, 1.053262, 7.607558], [-7.993437, 0.936826, 6.618337], [10.953456, -0.226069, -10.033529], [10.012782, 0.741780, -8.693962], [10.242208, 1.315794, -10.262448], [-6.714172, -0.906385, 2.386692], [-6.466745, -0.587926, 4.171070], [10.897324, -1.929872, -10.929689]], "forces_ev_per_angstrom": [[0.7850, -1.1655, -1.5029], [1.2751, 0.4472, -0.3841], [-1.9367, 1.0473, 0.6298], [-0.4383, 1.0343, -0.1453], [1.9352, 1.8566, -0.4667], [1.9573, -1.1683, 0.2249], [-0.0985, 0.0057, 0.0548], [4.3001, 2.9465, -1.2000], [0.9514, -1.2669, -1.0548], [-3.5011, 0.0890, -0.2462], [0.9406, -1.3540, 0.5484], [-1.3872, -1.1663, 0.5930], [-0.1919, 0.4698, 0.3769], [-0.7281, -0.1070, 0.8907], [1.4019, 0.2788, -1.4459], [-1.7352, -0.0177, 0.4353], [-2.1022, 0.6340, 0.2577], [-0.2359, -1.8032, 2.8896], [-1.3234, -0.2928, -0.1683], [-1.3558, -0.6755, 2.1404], [0.7608, 0.3126, 1.5407], [2.8588, -0.2850, -0.5959], [0.0104, 0.0935, 1.0150], [0.4498, -0.1307, -0.6918], [0.0828, 1.6614, -0.5841], [-0.3258, 0.1054, 0.0932], [-0.2527, 0.2069, -1.1159], [-2.0964, -1.7561, -2.0885]], "charge": 2}

{"formula": "C4H16NO2", "method": "the ωB97M-V functional and the def2-TZVPD basis", "species": ["C", "C", "C", "C", "N", "H", "H", "H", "H", "H", "H", "H", "H", "H", "H", "H", "H", "H", "H", "O", "H", "H", "O"], "xyz": [[-0.927329, 0.592727, 0.221714], [0.093512, 1.461292, 0.915188], [-0.720582, 2.343476, 1.927118], [1.055785, 0.586818, 1.712253], [-0.232278, -0.130887, -0.844512], [-1.538176, -0.199615, 0.784779], [-1.690569, 1.273622, -0.304638], [0.508357, 2.322230, 0.247775], [-1.702271, 1.921887, 2.137940], [-0.129298, 2.326386, 2.787599], [-0.733792, 3.467881, 1.728215], [0.913501, 0.544805, 2.822169], [2.042368, 1.086975, 1.885044], [1.331669, -0.328130, 1.353705], [-0.832486, -0.477715, -1.667700], [0.563970, 0.445917, -1.133561], [0.014276, -1.162191, -0.664869], [1.614521, -0.460855, -3.801692], [0.410574, -1.346383, -3.779223], [0.781302, -0.511858, -3.455900], [0.439071, -4.536332, -0.652090], [-0.834940, -4.893847, -1.401694], [-0.427177, -4.326193, -0.817612]], "forces_ev_per_angstrom": [[-2.5913, 0.5022, -0.8224], [-1.1405, 1.6260, 1.2638], [0.2251, 1.2914, -0.8742], [1.9935, 3.4759, 2.3991], [-0.6998, -3.8230, -2.3081], [1.1637, 1.5081, -0.1355], [1.0188, -1.0350, 0.7766], [-0.1107, -2.2828, 0.4355], [-0.0258, 0.2942, 0.0544], [0.4766, -0.1150, 1.7813], [-0.4823, -1.6341, -0.4153], [-1.2145, -0.5101, -0.9754], [-0.3938, 0.0377, -0.9805], [0.2842, -2.6110, -1.1401], [0.8181, 2.0247, 0.8135], [-0.0783, -0.7753, -0.6556], [0.7053, 1.9717, 0.8236], [3.4691, 0.2596, -1.5221], [0.2026, 0.2830, -0.1031], [-3.6664, -0.6497, 1.5972], [3.0429, -1.2887, 0.3329], [-0.9466, -2.1474, -1.8816], [-2.0498, 3.5976, 1.5357]], "charge": 1}

{"formula": "C4H16NO2", "method": "the ωB97M-V functional and the def2-TZVPD basis", "species": ["C", "C", "C", "C", "N", "H", "H", "H", "H", "H", "H", "H", "H", "H", "H", "H", "H", "H", "H", "O", "H", "H", "O"], "xyz": [[1.601986, 0.418243, -1.087209], [0.489363, -0.429447, -0.457269], [1.184122, -1.285283, 0.590638], [0.356092, -2.580320, 0.875761], [-0.688066, 0.302355, 0.160904], [2.031078, -0.220985, -1.860177], [2.354684, 0.778825, -0.375910], [1.287532, 1.331404, -1.605692], [0.064315, -1.018910, -1.268144], [2.115012, -1.705846, 0.175756], [1.502085, -0.755668, 1.498822], [-0.154314, -2.889817, -0.049801], [1.096222, -3.362061, 1.065830], [-0.382964, -2.460697, 1.664345], [-1.045924, -0.216976, 0.965704], [-0.335099, 1.243066, 0.415263], [-1.460862, 0.267327, -0.512873], [-0.099670, 2.939807, 2.118846], [-1.680058, 2.750593, 2.119965], [-0.830653, 2.384477, 1.867070], [-1.784135, 1.797585, -2.457599], [-3.198093, 1.551491, -1.709370], [-2.422654, 1.160835, -2.134860]], "forces_ev_per_angstrom": [[-0.6043, 1.1477, -0.3297], [1.3777, -0.0752, 0.0276], [-0.5012, -2.0468, -0.2701], [0.5882, 0.4889, -0.4571], [0.9879, -0.6681, -0.5844], [0.3496, 0.1473, 0.2567], [-0.0961, -0.4966, -0.0217], [-0.3680, -0.1786, -0.0806], [-0.0256, -0.2795, 0.2779], [-0.2368, 0.7004, -0.1795], [-0.3887, 0.1535, -0.2389], [0.0598, 0.1139, 0.3116], [-0.5576, -0.0904, 0.5669], [0.0790, -0.2949, 0.1874], [0.4309, 0.3840, 0.2830], [-1.2903, -0.3073, 0.2889], [0.0504, 1.0434, -0.3212], [-0.0406, 0.6860, 0.4746], [0.1997, 0.4731, 0.2528], [-0.0381, -0.8629, -0.5593], [-0.4400, 0.6060, -0.0137], [0.4175, 0.4852, -0.4895], [0.0465, -1.1290, 0.6183]], "charge": 1}

The evaluated maximum force for the records listed, in turn: 0.0498 0.0738 0.0429 0.1040 0.0908 0.0413 hartree/bohr.
The evaluated molar mass for the records listed, in turn: 124.184 120.200 148.214 176.228 110.177 110.177 u.
The evaluated energy relative to the best compared isomer or geometry (same formula, charge and spin) for the records listed, in turn: 0.8379 3.8224 1.1941 0.6003 2.6376 0.9046 eV.